Version one
DFT (ωB97M-V with the def2-TZVPD basis set) results for a 2-piece molecular cluster, C3H13N2O overall.

Structure (XYZ):
```
19
Properties=species:S:1:pos:R:3
N 0.057 -1.871 -0.560
C 0.816 -0.669 0.165
C 1.301 0.232 -0.925
C 0.125 -0.203 1.433
N -1.157 0.390 1.080
H -0.606 -1.496 -1.259
H 0.669 -2.662 -0.834
H -0.655 -2.410 0.040
H 1.656 -1.232 0.616
H 0.605 0.917 -1.407
H 1.982 0.901 -0.383
H 1.880 -0.284 -1.698
H 0.891 0.481 1.805
H 0.133 -1.007 2.179
H -1.628 0.835 1.862
H -1.809 -0.216 0.601
H -0.972 2.500 -0.343
H -1.910 3.297 -1.165
O -1.378 2.497 -1.206
```

Values from the calculation:
Multiplicity = 2
Charge = 0
LUMO energy (spin up / spin down) = 0.807 / 0.549 eV


Version two
DFT (ωB97M-V with the def2-TZVPD basis set) results for a 2-piece molecular cluster, C3H13N2O overall.

Structure (XYZ):
```
19
Properties=species:S:1:pos:R:3
N -0.672 -0.316 -1.182
C 0.748 -0.146 -0.682
C 0.969 1.270 -0.177
N -0.214 1.754 0.553
C -0.330 1.228 1.916
H -1.236 0.445 -0.779
H -0.747 -0.332 -2.233
H -1.053 -1.207 -0.791
H 0.872 -0.891 0.104
H 1.383 -0.457 -1.507
H 1.855 1.288 0.466
H 1.133 1.929 -1.023
H -0.127 2.762 0.607
H -0.875 1.953 2.522
H 0.623 0.986 2.391
H -0.921 0.304 1.915
H -1.193 -3.475 -1.006
H 0.156 -3.953 -0.476
O -0.370 -3.141 -0.617
```

Values from the calculation:
Multiplicity = 2
Charge = 0
LUMO energy (spin up / spin down) = 0.901 / 0.667 eV


So which one is most stable? That would be version two, about 6.8 kcal/mol below the next structure.


Version one
DFT (ωB97M-V with the def2-TZVPD basis set) results for a 2-piece molecular cluster, C2H8N2 overall.

Structure (XYZ):
```
12
Properties=species:S:1:pos:R:3
N -1.532 2.640 2.736
H -0.794 3.342 2.695
H -1.036 1.855 2.328
H -2.295 3.055 2.231
C 1.725 -1.536 -1.550
C 0.830 -0.816 -0.846
N -0.525 -0.989 -0.876
H 1.482 -1.847 -2.562
H 2.789 -1.474 -1.383
H 1.121 -0.401 0.120
H -0.928 -1.517 -1.625
H -1.146 -0.396 -0.362
```

Values from the calculation:
SMILES string = C=CN.N
Charge = 0
LUMO energy = 0.706 eV


Version two
DFT (ωB97M-V with the def2-TZVPD basis set) results for a 2-piece molecular cluster, C2H8N2 overall.

Structure (XYZ):
```
12
Properties=species:S:1:pos:R:3
C 2.249 -2.826 -1.409
H 1.760 -3.565 -0.777
H 3.202 -2.597 -0.911
H 2.493 -3.162 -2.419
H 1.615 -1.939 -1.375
N -1.051 2.851 1.303
C -1.769 1.724 1.040
N -2.211 1.389 -0.102
H -0.982 3.151 2.259
H -0.998 3.518 0.550
H -1.757 1.018 1.869
H -2.553 0.439 -0.027
```

Values from the calculation:
SMILES string = [H]/N=C/N.C
Charge = 0
LUMO energy = 0.933 eV


Version three
DFT (ωB97M-V with the def2-TZVPD basis set) results for a 2-piece molecular cluster, C2H8N2 overall.

Structure (XYZ):
```
12
Properties=species:S:1:pos:R:3
N -2.538 0.782 1.316
H -3.073 0.003 0.961
H -2.991 1.657 1.062
H -2.557 0.739 2.324
C 1.928 -0.659 -1.409
C 0.770 -0.648 -0.745
N 0.622 0.179 0.376
H 2.822 -0.127 -1.119
H 2.139 -1.253 -2.269
H -0.090 -1.310 -0.871
H 1.277 0.942 0.406
H -0.313 0.510 0.531
```

Values from the calculation:
SMILES string = C=CN.N
Charge = 0
LUMO energy = 0.920 eV


Version four
DFT (ωB97M-V with the def2-TZVPD basis set) results for a 2-piece molecular cluster, C2H8N2 overall.

Structure (XYZ):
```
12
Properties=species:S:1:pos:R:3
N -2.562 0.880 1.316
H -2.870 -0.073 1.403
H -3.190 1.325 0.659
H -2.526 1.264 2.141
C 1.998 -0.733 -1.332
C 0.773 -0.679 -0.801
N 0.580 0.147 0.355
H 2.662 -0.035 -0.974
H 2.268 -1.118 -2.225
H -0.116 -1.365 -1.027
H 1.314 0.822 0.613
H -0.295 0.467 0.512
```

Values from the calculation:
SMILES string = C=CN.N
Charge = 0
LUMO energy = 0.991 eV


So which one is most stable? That would be version two, about 6.7 kcal/mol below the next structure.


Version one
DFT (ωB97M-V with the def2-TZVPD basis set) results for a 2-piece molecular cluster, C6H14N3O2 overall.

Structure (XYZ):
```
25
Properties=species:S:1:pos:R:3
C 2.630 0.952 0.111
C 1.500 1.895 -0.261
C 2.287 -0.416 -0.381
C 0.204 1.181 -0.089
C 1.203 -1.016 0.528
C 0.700 -2.417 0.243
N 0.050 -0.050 0.269
N -4.357 0.749 0.324
N -3.302 0.211 0.757
O -5.057 0.545 -0.826
O -2.689 -0.453 -0.125
H 3.622 1.306 -0.253
H 2.727 0.972 1.281
H 1.219 2.841 0.127
H 1.819 1.942 -1.350
H 1.902 -0.317 -1.333
H 3.106 -1.099 -0.502
H -0.681 1.798 -0.345
H -0.864 -0.434 0.157
H 1.559 -0.940 1.537
H 0.980 -2.740 -0.860
H -0.357 -2.531 0.483
H 1.239 -3.171 0.836
H -4.750 1.449 0.930
H -4.691 -0.257 -1.255
```

Values from the calculation:
Charge = +1
LUMO energy = -3.818 eV


Version two
DFT (ωB97M-V with the def2-TZVPD basis set) results for a 2-piece molecular cluster, C6H14N3O2 overall.

Structure (XYZ):
```
25
Properties=species:S:1:pos:R:3
C -1.325 0.924 0.107
C 1.455 1.389 -0.066
C -0.266 -1.668 1.317
C 0.866 -0.591 -1.447
C 0.810 -0.633 1.214
C 0.863 0.043 -0.138
N 2.383 1.866 -0.905
N -2.259 0.677 -0.733
N -1.316 1.862 0.984
O 1.191 2.086 0.918
O -3.562 0.981 -0.416
H -1.183 -1.114 1.514
H -0.482 -2.267 0.480
H -0.056 -2.398 2.139
H 0.573 -0.018 -2.386
H 1.975 -0.735 -1.587
H 0.210 -1.366 -1.651
H 0.665 0.283 1.854
H 1.768 -1.096 1.459
H 2.766 1.315 -1.753
H 2.892 2.724 -0.420
H -2.200 -0.171 -1.296
H -0.384 2.206 1.195
H -2.226 2.270 1.187
H -3.722 1.918 -0.483
```

Values from the calculation:
Charge = +1
LUMO energy = -4.614 eV


So which one is most stable? That would be version two, about 7.6 kcal/mol below the next structure.


Version one
DFT (ωB97M-V with the def2-TZVPD basis set) results for a 2-piece molecular cluster, C3H10N3S overall.

Structure (XYZ):
```
17
Properties=species:S:1:pos:R:3
C 0.353 0.170 -0.539
C -1.822 -0.940 -0.615
C -1.126 0.403 -0.723
N 1.392 0.411 -1.024
N 0.661 -0.298 1.687
N 2.705 0.576 -1.216
S -1.787 1.672 0.357
H -1.616 -1.509 0.339
H -2.904 -0.680 -0.492
H -1.699 -1.814 -1.293
H -1.159 0.825 -1.701
H 0.420 -1.225 1.947
H 1.649 -0.406 1.857
H 3.280 0.828 -0.490
H 0.284 0.222 2.553
H 3.048 0.731 -2.195
H -1.679 1.033 1.547
```

Values from the calculation:
Charge = +1
LUMO energy = -3.720 eV


Version two
DFT (ωB97M-V with the def2-TZVPD basis set) results for an isolated ion of composition C3H10N3S and charge +1.

Structure (XYZ):
```
17
Properties=species:S:1:pos:R:3
C 1.832 -0.669 0.284
C 1.178 1.399 -0.389
C -2.782 -0.613 0.377
N 1.833 0.694 0.640
N 0.488 -0.915 -0.279
N -0.058 0.340 -0.738
S -1.849 0.905 -0.017
H 2.693 -0.888 -0.483
H 2.087 -1.284 1.116
H 0.539 2.305 -0.072
H 1.776 1.525 -1.216
H -3.771 -0.164 0.646
H -2.258 -1.047 1.258
H -2.951 -0.993 -0.611
H 1.424 0.863 1.590
H 0.021 -1.720 -0.398
H -0.202 0.260 -1.710
```

Values from the calculation:
SMILES string = CS[N@H+]1CNCN1
Charge = +1
LUMO energy = -4.479 eV


So which one is most stable? That would be version one, about 7.7 kcal/mol below the next structure.


Version one
DFT (ωB97M-V with the def2-TZVPD basis set) results for one molecule with the formula C21H26N2O5S.

Structure (XYZ):
```
55
Properties=species:S:1:pos:R:3
C -2.463 2.956 1.873
C -3.409 1.794 1.760
O -4.614 1.934 1.812
C -2.799 0.457 1.549
C -3.629 -0.575 1.117
C -3.139 -1.838 0.853
C -1.786 -2.100 1.039
C -0.956 -1.083 1.517
C -1.447 0.183 1.751
H -0.770 0.951 2.090
H 0.085 -1.312 1.687
O -1.168 -3.295 0.804
C -1.901 -4.380 0.276
C -2.186 -4.255 -1.224
C -0.898 -4.036 -2.022
C -0.386 -2.626 -1.755
O -1.064 -1.651 -1.975
N 0.894 -2.584 -1.276
C 1.592 -1.485 -0.781
C 2.884 -1.690 -0.297
C 3.608 -0.649 0.251
C 3.071 0.631 0.356
C 1.785 0.815 -0.137
C 1.050 -0.203 -0.710
H 0.055 0.005 -1.066
S 0.974 2.400 0.043
O 1.015 2.799 1.423
O -0.320 2.362 -0.578
N 2.012 3.429 -0.817
C 1.938 3.141 -2.232
H 2.129 2.078 -2.373
H 2.700 3.718 -2.755
H 0.951 3.379 -2.643
C 1.799 4.822 -0.488
H 0.871 5.210 -0.923
H 1.743 4.894 0.595
H 2.643 5.409 -0.852
C 3.842 1.751 0.969
H 4.144 2.462 0.202
H 4.728 1.377 1.477
H 3.212 2.286 1.676
H 4.606 -0.836 0.620
H 3.321 -2.678 -0.342
H 1.361 -3.469 -1.135
H -0.156 -4.795 -1.768
H -1.127 -4.106 -3.087
H -2.843 -3.405 -1.413
H -2.686 -5.166 -1.555
H -2.837 -4.526 0.830
H -1.259 -5.249 0.457
H -3.818 -2.600 0.505
H -4.677 -0.360 0.974
H -1.845 2.859 2.763
H -3.029 3.883 1.927
H -1.801 2.968 1.009
```

Values from the calculation:
SMILES string = CC(=O)c1ccc(OCCCC(=O)Nc2ccc(C)c(S(=O)(=O)N(C)C)c2)cc1
Charge = 0
LUMO energy = 0.446 eV


Version two
DFT (ωB97M-V with the def2-TZVPD basis set) results for one molecule with the formula C21H26N2O5S.

Structure (XYZ):
```
55
Properties=species:S:1:pos:R:3
C -5.756 -3.713 1.719
C -5.115 -2.406 1.269
C -4.806 -2.414 -0.226
H -5.731 -2.559 -0.787
C -4.151 -1.110 -0.693
N -2.871 -0.938 -0.030
C -2.548 0.173 0.647
O -3.325 1.047 0.966
C -1.089 0.193 1.125
N -0.180 -0.082 0.032
C 1.140 -0.465 0.354
C 1.811 -1.281 -0.546
C 3.118 -1.675 -0.300
C 3.753 -1.279 0.883
C 3.077 -0.457 1.774
C 1.786 -0.041 1.513
H 1.287 0.608 2.214
H 3.588 -0.149 2.673
O 5.026 -1.680 1.199
C 5.482 -2.759 0.413
C 5.144 -2.519 -1.058
H 5.605 -1.576 -1.386
O 3.746 -2.457 -1.231
H 5.498 -3.337 -1.686
H 5.005 -3.692 0.744
H 6.560 -2.822 0.569
H 1.336 -1.589 -1.461
S -0.281 1.064 -1.215
O 0.735 0.754 -2.173
O -1.640 1.087 -1.663
C 0.113 2.598 -0.388
C 1.443 2.931 -0.224
C 1.764 4.081 0.478
C 0.754 4.870 1.009
C -0.576 4.519 0.840
C -0.905 3.370 0.138
H -1.930 3.063 -0.006
H -1.358 5.135 1.258
H 1.007 5.765 1.557
H 2.798 4.360 0.613
H 2.198 2.294 -0.657
H -0.964 -0.589 1.880
H -0.911 1.169 1.597
H -2.113 -1.520 -0.356
C -3.959 -1.083 -2.207
H -4.922 -1.054 -2.711
H -3.386 -0.201 -2.480
H -3.419 -1.969 -2.538
H -4.761 -0.257 -0.381
H -4.141 -3.250 -0.457
H -5.785 -1.574 1.492
H -4.191 -2.240 1.827
H -5.092 -4.553 1.524
H -5.971 -3.687 2.785
H -6.688 -3.884 1.186
```

Values from the calculation:
SMILES string = CCC[C@H](C)NC(=O)CN(c1ccc2c(c1)OCCO2)S(=O)(=O)c1ccccc1
Charge = 0
LUMO energy = 0.683 eV


So which one is most stable? That would be version one, about 7.1 kcal/mol below the next structure.


Version one
DFT (ωB97M-V with the def2-TZVPD basis set) results for one molecule with the formula C2H2O3S2.

Structure (XYZ):
```
9
Properties=species:S:1:pos:R:3
C 1.244 -1.473 -0.887
C -0.213 0.380 1.428
O 0.077 -0.055 -2.690
O -2.209 1.181 -0.255
O 0.841 0.387 2.015
S 0.430 -0.177 -1.281
S -0.804 1.487 -0.016
H 1.680 -1.422 0.205
H -1.046 -0.308 1.482
```

Values from the calculation:
Charge = 0
LUMO energy (spin up / spin down) = -2.522 / -2.524 eV


Version two
DFT (ωB97M-V with the def2-TZVPD basis set) results for one molecule with the formula C2H2O3S2.

Structure (XYZ):
```
9
Properties=species:S:1:pos:R:3
C 0.538 -2.121 -0.285
C 0.642 1.271 -0.176
O -2.002 -1.774 0.199
O -1.451 2.161 0.833
O 1.433 0.582 -0.758
S -0.661 -1.193 0.205
S -1.055 1.197 -0.205
H 1.619 -2.149 -0.275
H 0.938 2.025 0.462
```

Values from the calculation:
Charge = 0
LUMO energy (spin up / spin down) = -2.340 / -2.095 eV


So which one is most stable? That would be version one, about 2.0 kcal/mol below the next structure.